7 unconnected molecules or ions with the total composition H14O7 at a distorted geometry. Source: the OMol25 dataset; level of theory: the ωB97M-V functional and the def2-TZVPD basis.

```
21
H14O7 the ωB97M-V functional and the def2-TZVPD basis
O 0.19 0.09 -0.51
H 0.77 -0.68 -0.66
H -0.69 -0.32 -0.39
O 4.83 -2.48 0.74
H 4.20 -2.43 1.51
H 4.68 -3.28 0.26
O -0.30 1.70 -2.01
H -0.55 0.81 -2.17
H -0.92 2.15 -1.39
O -1.66 -1.23 -1.82
H -1.94 -2.14 -1.93
H -2.45 -0.71 -2.00
O -2.18 -1.36 0.12
H -1.42 -1.86 0.48
H -2.01 -0.50 0.60
O 3.40 2.98 0.41
H 4.15 3.45 0.15
H 3.18 3.27 1.32
O -3.94 0.62 2.18
H -3.20 0.34 2.76
H -4.15 1.58 2.36
```

Frontier orbital gap   9.55 eV
Energy   -14556.5010 eV
SMILES   O.O.O.O.O.O.O
LUMO   0.2 eV
Highest occupied orbital energy   -9.313 eV